[1]
This record from OMol25 describes 2 unconnected molecules or ions with the total composition C5H9NO at a distorted geometry. The level of theory is ωB97M-V/def2-TZVPD.

Structure (XYZ):
```
16
C5H9NO | OMol25 | ωB97M-V/def2-TZVPD
C 1.727 -0.882 -0.586
C 0.682 -0.300 -0.005
C -0.310 -1.064 0.835
O -1.633 -0.863 0.355
C 0.404 1.181 -0.162
C 0.329 1.856 1.141
N 0.255 2.347 2.187
H 2.451 -0.317 -1.167
H 1.894 -1.953 -0.499
H -0.077 -2.134 0.799
H -0.227 -0.739 1.882
H -2.141 -0.393 1.024
H -0.558 1.320 -0.667
H 1.174 1.664 -0.771
H -2.022 0.354 -2.486
H -1.948 -0.075 -1.880
```

Its SMILES is C=C(CO)CC#N.[H][H]. The calculation puts the gap between HOMO and LUMO at 0.40806 Ha. The value obtained for the HOMO energy is -10.34 eV.

Atom charges from the natural (NBO) analysis, given in e for atoms 1 to 4: C -0.3653; C 0.0053; C -0.1053; O -0.7248

=====

[2]
This record from OMol25 describes C5H9NO in the gas phase. The level of theory is ωB97M-V/def2-TZVPD.

Structure (XYZ):
```
16
C5H9NO | OMol25 | ωB97M-V/def2-TZVPD
C -1.424 1.143 1.310
C -1.552 -0.172 0.589
O -2.574 -0.824 0.515
C -0.278 -0.697 -0.013
C 1.097 -0.605 0.585
N 0.709 0.253 -0.500
C 1.265 -0.026 -1.811
H -2.357 1.442 1.793
H -0.656 0.971 2.063
H -1.059 1.934 0.649
H -0.459 -1.594 -0.602
H 1.761 -1.444 0.360
H 1.304 -0.123 1.541
H 2.228 0.483 -1.916
H 0.580 0.363 -2.570
H 1.415 -1.104 -1.993
```

Its SMILES is CC(=O)[C@@H]1CN1C. The calculation puts the gap between HOMO and LUMO at 0.38033 Ha. The value obtained for the HOMO energy is -9.40 eV.

Atom charges from the natural (NBO) analysis, given in e for atoms 1 to 4: C -0.7228; C 0.5867; O -0.5336; C -0.1949

=====

[3]
This record from OMol25 describes 2 unconnected molecules or ions with the total composition C5H9NO. The level of theory is ωB97M-V/def2-TZVPD.

Structure (XYZ):
```
16
C5H9NO | OMol25 | ωB97M-V/def2-TZVPD
C -0.979 -1.177 -0.108
C -0.494 -0.054 0.419
C -1.237 1.249 0.288
C 0.881 -0.018 1.060
N 1.819 0.359 -0.021
C 1.332 0.838 -1.032
O 0.913 1.311 -2.017
H -0.616 -2.150 0.194
H -1.748 -1.173 -0.876
H -1.975 1.258 1.097
H -1.774 1.320 -0.663
H -0.613 2.141 0.401
H 0.991 0.745 1.837
H 1.176 -0.986 1.476
H 0.834 -1.997 -1.087
H 1.487 -1.668 -0.967
```

Its SMILES is C=C(C)CN=C=O.[H][H]. The calculation puts the gap between HOMO and LUMO at 0.38192 Ha. The value obtained for the HOMO energy is -9.51 eV.

Atom charges from the natural (NBO) analysis, given in e for atoms 1 to 4: C -0.3871; C -0.0238; C -0.6557; C -0.2437

=====

[4]
This record from OMol25 describes C5H9NO in the gas phase at a distorted geometry. The level of theory is ωB97M-V/def2-TZVPD.

Structure (XYZ):
```
16
C5H9NO | OMol25 | ωB97M-V/def2-TZVPD
C -1.510 -0.199 -0.715
C -0.781 -0.172 0.621
O -0.657 -1.465 1.183
C 0.618 0.502 0.566
C 1.654 -0.283 -0.245
C 0.501 1.874 0.050
N 0.387 2.936 -0.395
H -1.673 0.814 -1.094
H -2.483 -0.682 -0.585
H -0.950 -0.758 -1.476
H -1.385 0.398 1.336
H -0.450 -2.080 0.467
H 0.967 0.567 1.603
H 2.660 0.105 -0.063
H 1.462 -0.225 -1.321
H 1.640 -1.332 0.067
```

Its SMILES is C[C@@H](O)[C@@H](C)C#N. The calculation puts the gap between HOMO and LUMO at 0.42252 Ha. The value obtained for the HOMO energy is -10.78 eV.

Atom charges from the natural (NBO) analysis, given in e for atoms 1 to 4: C -0.6527; C 0.1189; O -0.7054; C -0.3494

=====

[5]
This record from OMol25 describes C5H9NO in the gas phase at a distorted geometry. The level of theory is ωB97M-V/def2-TZVPD.

Structure (XYZ):
```
16
C5H9NO | OMol25 | ωB97M-V/def2-TZVPD
C -1.985 -0.617 -0.064
C -1.397 0.586 0.378
N 0.435 0.559 1.690
C 0.229 0.883 0.385
C 0.877 0.077 -0.726
C 2.189 -0.534 -0.518
O 0.997 -1.316 -0.485
H -2.007 0.783 -0.618
H -2.787 -1.119 0.475
H -1.616 -1.104 -0.963
H -1.879 1.102 1.204
H 0.503 -0.464 1.733
H 0.346 1.955 0.176
H 0.578 0.333 -1.746
H 2.842 -0.728 -1.368
H 2.676 -0.395 0.446
```

The calculation puts the gap between HOMO and LUMO (spin up / spin down) at 0.25779 / 0.34305 Ha. The value obtained for the HOMO energy (spin up / spin down) is -7.18 / -8.77 eV.

Atom charges from the natural (NBO) analysis, given in e for atoms 1 to 4: C -0.3764; C -0.4496; N -0.5722; C -0.0818

=====

[6]
This record from OMol25 describes 3 unconnected molecules or ions with the total composition C5H9NO at a distorted geometry. The level of theory is ωB97M-V/def2-TZVPD.

Structure (XYZ):
```
16
C5H9NO | OMol25 | ωB97M-V/def2-TZVPD
C -1.893 -0.224 -0.229
C -0.510 -0.547 0.267
C 0.039 0.898 0.479
C 1.307 1.039 -0.314
O 1.947 -0.401 -1.626
C -0.480 -1.356 1.489
N -0.443 -2.005 2.436
H -1.106 -0.412 -2.237
H -2.521 0.301 0.564
H -2.464 -1.030 -0.574
H 0.070 -1.224 -0.417
H -0.596 1.727 0.149
H 0.280 1.237 1.527
H 1.982 0.504 0.302
H 1.535 2.136 -0.358
H 2.905 -0.642 -1.455
```

The calculation puts the gap between HOMO and LUMO (spin up / spin down) at 0.28886 / 0.28895 Ha. The value obtained for the HOMO energy (spin up / spin down) is -9.55 / -9.56 eV.

Atom charges from the natural (NBO) analysis, given in e for atoms 1 to 4: C -0.2985; C -0.4305; C -0.4514; C -0.0049

=====

[7]
This record from OMol25 describes C5H9NO in the gas phase at a distorted geometry. The level of theory is ωB97M-V/def2-TZVPD.

Structure (XYZ):
```
16
C5H9NO | OMol25 | ωB97M-V/def2-TZVPD
C 1.543 -1.472 2.190
C 0.948 -0.544 1.356
N 0.023 -0.984 0.359
O -0.272 -2.244 0.468
C -0.555 -0.143 -0.416
C -0.136 1.338 -0.702
C -1.801 -0.612 -1.142
H 2.176 -1.130 2.974
H 1.436 -2.582 2.163
H 1.232 0.448 1.462
H 0.039 1.455 -1.746
H 0.696 1.734 -0.117
H -1.011 1.941 -0.491
H -2.390 -1.153 -0.421
H -2.389 0.054 -1.720
H -1.588 -1.455 -1.787
```

Its SMILES is C=C[N+]([O-])=C(C)C. The calculation puts the gap between HOMO and LUMO (spin up / spin down) at 0.33344 / 0.33346 Ha. The value obtained for the HOMO energy (spin up / spin down) is -8.34 / -8.34 eV.

Atom charges from the natural (NBO) analysis, given in e for atoms 1 to 4: C -0.3409; C -0.0810; N 0.0370; O -0.5902

=====

[8]
This record from OMol25 describes 2 unconnected molecules or ions with the total composition C5H9NO at a distorted geometry. The level of theory is ωB97M-V/def2-TZVPD.

Structure (XYZ):
```
16
C5H9NO | OMol25 | ωB97M-V/def2-TZVPD
C 1.572 -0.071 -0.660
C 1.517 -1.381 0.058
C -1.703 0.377 0.419
C 1.370 2.052 0.537
C -2.253 0.391 -0.783
O -1.890 -0.578 1.360
N 1.637 1.030 -0.051
H -2.505 -1.245 1.026
H 1.619 -0.068 -1.740
H 0.673 -1.969 -0.298
H 1.406 -1.220 1.127
H 2.426 -1.960 -0.121
H 2.132 2.697 0.945
H -1.029 1.145 0.768
H -2.051 1.186 -1.472
H -2.922 -0.387 -1.114
```

The calculation puts the gap between HOMO and LUMO at 0.31933 Ha. The value obtained for the HOMO energy is -7.77 eV.

Atom charges from the natural (NBO) analysis, given in e for atoms 1 to 4: C -0.0191; C -0.6458; C 0.1541; C -0.0614

=====

[9]
This record from OMol25 describes C5H9NO in the gas phase at a distorted geometry. The level of theory is ωB97M-V/def2-TZVPD.

Structure (XYZ):
```
16
C5H9NO | OMol25 | ωB97M-V/def2-TZVPD
C 2.389 -0.347 -0.066
C 1.049 0.438 0.074
C -0.052 -0.266 -0.683
N -1.078 0.399 0.081
C -2.446 -0.066 0.098
C -0.254 0.797 1.118
O -0.563 1.292 2.173
H 2.227 -1.429 -0.170
H 3.121 -0.182 0.722
H 2.886 -0.057 -1.014
H 1.199 1.420 -0.386
H 0.011 -0.061 -1.748
H -0.079 -1.348 -0.484
H -3.008 0.411 0.902
H -2.936 0.155 -0.858
H -2.466 -1.156 0.239
```

Its SMILES is C[C@H]1CN(C)C1=O. The calculation puts the gap between HOMO and LUMO at 0.37807 Ha. The value obtained for the HOMO energy is -9.43 eV.

Atom charges from the natural (NBO) analysis, given in e for atoms 1 to 4: C -0.6172; C -0.3004; C -0.2107; N -0.4453

=====

[10]
This record from OMol25 describes C5H9NO2 in the gas phase at a distorted geometry. The level of theory is ωB97M-V/def2-TZVPD.

Structure (XYZ):
```
17
C5H9NO2 | OMol25 | ωB97M-V/def2-TZVPD
C 2.966 -0.687 0.117
C 1.808 0.182 -0.223
O 1.929 1.330 -0.634
O 0.648 -0.475 -0.055
C -0.519 0.296 -0.397
C -1.179 1.095 0.660
C -1.704 -0.266 0.236
N -2.838 -0.308 -0.589
H 2.808 -1.108 1.105
H 3.893 -0.056 0.248
H 3.182 -1.476 -0.653
H -0.577 0.530 -1.459
H -1.668 1.995 0.368
H -0.589 1.265 1.592
H -1.429 -1.077 0.913
H -3.726 -0.096 -0.129
H -3.006 -1.144 -1.100
```

Its SMILES is CC(=O)O[C@@H]1C[C@H]1N. The calculation puts the gap between HOMO and LUMO at 0.38267 Ha. The value obtained for the HOMO energy is -9.42 eV.

Atom charges from the natural (NBO) analysis, given in e for atoms 1 to 4: C -0.7228; C 0.7878; O -0.5933; O -0.4998